(1)
24
Properties=species:S:1:pos:R:3:forces:R:3:mulliken_charge:R:1 method="wB97M-V/def2-TZVPD" e_above_lowest_kcal_mol=202.5 multiplicity=1 gap_ha="0.31413 / 0.21083"
C 2.157 2.291 1.790 -0.794 0.011 0.241 -0.728
C 1.245 -1.056 2.377 -0.401 -1.974 2.330 -0.652
C -3.062 -2.293 0.426 -0.917 -3.085 -0.705 -0.418
C 1.443 1.267 -2.411 1.349 -0.037 3.334 -0.964
C 1.171 2.213 0.881 0.250 0.470 -1.018 -0.067
C 0.738 -0.994 1.195 -0.971 3.222 -3.925 -0.284
C -2.505 -1.166 0.771 -0.289 0.294 -0.950 -0.313
C 0.487 0.567 -1.727 1.255 1.137 -0.452 0.869
C -0.580 -0.119 -2.510 1.754 -1.767 0.289 -1.394
Si 0.586 0.587 0.132 -0.763 -0.240 1.316 -0.152
H 2.595 3.165 2.197 -0.079 1.486 -0.181 0.304
H 2.564 1.507 2.391 0.029 -1.242 -0.422 0.196
H 1.208 -2.095 2.757 0.257 0.923 0.787 0.252
H 1.277 -0.179 2.994 1.073 0.058 0.345 0.267
H -4.126 -2.529 0.803 1.408 0.532 -0.629 0.210
H -2.662 -3.243 -0.204 -0.405 2.540 1.660 0.187
H 2.406 1.702 -1.883 -2.253 -0.811 -0.933 0.210
H 1.465 1.379 -3.455 -0.275 0.068 -1.351 0.347
H 0.756 3.165 0.394 0.815 -1.374 0.782 0.278
H 0.152 -1.737 0.725 0.284 -1.574 -0.490 0.432
H -3.029 -0.266 1.069 0.369 -0.015 0.530 0.279
H -1.472 -0.425 -2.086 -2.138 0.700 1.487 0.394
H -0.263 -1.149 -2.680 0.796 -0.188 -0.455 0.335
H -0.720 0.300 -3.453 -0.354 0.866 -1.590 0.412

(2)
42
Properties=species:S:1:pos:R:3:forces:R:3:mulliken_spin:R:1 method="wB97M-V/def2-TZVPD" charge=-3 multiplicity=2 gap_ha="0.05647 / 0.05643"
Ag -16.492 17.621 9.108 -0.540 1.421 0.180 0.000
C -14.177 17.597 4.632 -2.572 0.698 3.106 0.000
O -15.118 18.198 5.561 1.061 -0.350 -1.414 0.000
H -13.850 18.230 3.807 0.172 0.397 -0.389 0.000
H -13.335 17.299 5.257 0.837 -0.396 -0.417 0.000
H -14.704 16.722 4.253 0.396 -0.695 -0.741 0.000
S -19.370 20.238 10.730 0.811 -0.847 -0.734 0.000
O -18.879 20.212 9.370 0.389 1.487 -3.363 0.000
O -18.659 19.012 11.216 0.047 -1.565 2.412 0.000
O -18.973 21.439 11.472 -0.056 0.309 0.612 0.000
O -20.839 20.096 10.716 -0.941 -0.290 0.751 0.000
S -13.839 21.331 10.231 1.762 -3.256 0.185 -0.081
O -14.026 22.131 11.419 -0.632 1.711 1.501 0.380
O -14.172 19.938 10.540 -0.122 -0.169 -0.141 0.131
O -14.755 21.854 9.239 -1.917 1.349 -1.253 0.508
O -12.489 21.451 9.727 1.254 0.240 -0.257 0.062
C -22.832 11.146 11.184 -0.231 0.054 0.399 0.000
C -22.371 12.571 11.338 -1.607 -1.332 0.308 0.000
C -21.417 12.847 12.499 -0.213 -0.135 0.154 0.000
O -20.478 13.647 11.887 0.679 1.693 -1.696 0.000
C -20.666 13.679 10.522 4.949 1.077 -2.224 0.000
O -19.831 14.181 9.765 -3.291 -1.419 2.366 0.000
O -21.672 12.860 10.138 0.403 1.135 1.031 0.000
H -21.959 10.513 11.343 -0.215 -0.344 -0.294 0.000
H -23.275 11.044 10.194 0.212 -0.263 -0.001 0.000
H -23.611 10.907 11.909 0.086 -0.103 0.163 0.000
H -23.247 13.216 11.404 0.064 0.305 -0.021 0.000
H -20.835 12.026 12.919 -0.510 -0.725 -0.110 0.000
H -21.864 13.383 13.336 -0.278 0.027 -0.115 0.000
C -16.061 9.561 12.028 -1.603 -1.928 -0.038 0.000
C -15.151 10.654 11.816 2.621 -0.087 0.774 0.000
C -13.864 10.255 10.985 -1.822 0.586 1.407 0.000
O -13.646 11.460 10.270 2.037 -1.906 -0.237 0.000
C -14.689 12.221 10.335 -1.765 7.068 -1.819 0.000
O -14.748 13.353 9.799 -0.004 -4.588 1.819 0.000
O -15.653 11.737 11.153 -0.628 0.960 -1.382 0.000
H -15.491 8.764 12.506 -0.098 -0.232 0.052 0.000
H -16.454 9.185 11.084 0.051 -0.108 -0.151 0.000
H -16.934 9.760 12.650 0.172 0.343 0.119 0.000
H -14.787 11.003 12.783 0.076 0.149 0.302 0.000
H -14.100 9.424 10.320 0.456 -0.029 -0.079 0.000
H -13.113 10.081 11.756 0.512 -0.239 -0.767 0.000

(3)
29
Properties=species:S:1:pos:R:3:forces:R:3:mulliken_charge:R:1 method="wB97M-V/def2-TZVPD" e_above_lowest_kcal_mol=0.0 multiplicity=1 gap_ha="0.31527 / 0.20010"
C 2.094 2.347 -0.658 -1.003 -0.611 2.080 -0.429
C 0.404 2.033 0.817 -0.459 1.167 1.229 -0.526
C 1.538 2.775 0.630 1.587 -0.021 -1.372 0.433
C 0.862 -3.659 0.566 -0.116 -0.877 -0.241 -1.257
C 0.887 -2.421 -0.265 -1.113 2.586 0.521 -0.132
C -0.507 -2.200 -0.915 0.112 1.498 4.098 -0.827
C -0.859 -0.766 -1.295 3.407 -0.694 -3.672 -0.415
C -0.530 0.132 -0.234 0.838 1.613 -1.841 -0.830
C -3.583 1.380 0.243 -0.410 -1.381 -1.254 -0.400
N 1.407 1.325 -1.122 -1.356 -0.224 0.516 -0.827
N 0.369 1.147 -0.217 0.801 0.178 -1.520 0.637
N 2.256 3.637 1.484 -2.813 -0.121 1.534 -0.583
Br -4.168 1.322 -1.606 0.456 0.039 1.264 -0.081
Br -3.943 -0.176 1.282 0.177 0.780 -0.424 -0.052
H 3.032 2.615 -1.108 0.025 0.228 -0.133 0.390
H -0.475 2.173 1.540 1.730 -0.567 -1.194 0.276
H -0.105 -3.871 1.114 1.196 0.255 -0.686 0.330
H 1.690 -3.585 1.213 0.722 0.018 1.544 0.394
H 1.202 -4.483 -0.052 -0.729 -0.630 -0.196 0.313
H 1.709 -2.378 -0.960 0.306 -0.303 -0.473 0.376
H 1.091 -1.516 0.419 -0.389 -1.191 -0.904 0.164
H -0.749 -2.975 -1.560 -0.627 -1.189 -1.557 0.507
H -1.137 -2.295 0.028 0.151 -0.554 -1.133 0.142
H -0.358 -0.509 -2.310 -0.364 -0.010 1.744 0.267
H -1.852 -0.660 -1.542 -2.672 -0.121 -0.357 0.268
H -0.793 -0.079 0.708 -1.513 -0.939 3.303 0.896
H -3.777 2.322 0.702 -0.014 0.437 0.369 0.449
H 2.750 4.308 0.943 0.260 0.886 -0.102 0.259
H 1.543 4.059 2.155 1.811 -0.251 -1.142 0.260

(4)
28
Properties=species:S:1:pos:R:3:forces:R:3:mulliken_charge:R:1 method="wB97M-V/def2-TZVPD" e_above_lowest_kcal_mol=23.6 multiplicity=1 gap_ha=0.35668
C -1.708 -1.728 -0.879 -0.215 1.545 0.924 -0.526
C -0.576 -1.630 -1.527 0.696 2.798 3.794 0.359
C 0.366 -0.283 -0.245 -0.840 -2.701 -2.672 -1.341
C 1.379 1.135 -2.038 -0.398 -0.790 2.441 -1.664
C 0.888 2.057 0.242 -1.866 -3.796 2.411 -1.910
C -1.014 1.576 -1.268 2.496 -0.048 1.679 -1.763
C -0.065 -1.619 1.701 -0.980 -0.898 -0.769 -0.625
C -0.103 -1.103 3.133 0.913 -1.343 -0.771 -0.492
C 0.407 1.076 -0.806 -0.797 1.425 -1.913 1.857
N -0.498 -0.541 0.794 -0.692 -0.593 0.864 0.395
O -1.826 -0.838 0.300 0.779 -0.863 -0.873 -0.376
Cl 0.126 -2.395 -2.768 0.778 -1.069 -1.897 -0.182
Cl 0.047 -2.404 4.330 -0.274 -0.509 0.172 -0.226
H -2.676 -2.162 -1.124 0.386 -0.089 0.226 0.433
H 1.355 -0.735 -0.149 -0.099 0.106 0.345 0.722
H 1.692 2.161 -2.166 -0.034 0.155 -0.513 0.403
H 0.791 0.721 -2.818 0.127 -0.258 -1.286 0.475
H 2.249 0.514 -1.779 -0.025 0.156 -0.539 0.369
H 1.387 2.755 -0.228 2.889 3.653 -1.917 0.551
H 0.080 2.519 0.779 -0.362 0.033 0.405 0.391
H 1.476 1.480 0.950 0.560 0.500 0.320 0.378
H -1.520 0.725 -1.609 -1.265 -0.661 -0.739 0.489
H -0.817 2.328 -1.993 -0.347 0.670 -0.788 0.456
H -1.379 2.017 -0.352 -1.128 -0.035 -0.244 0.366
H -0.765 -2.445 1.518 -0.087 0.179 0.537 0.395
H 0.886 -2.078 1.368 -0.065 0.679 0.513 0.394
H -0.970 -0.532 3.326 -0.876 0.524 0.169 0.398
H 0.790 -0.570 3.308 0.727 1.228 0.120 0.275

(5)
26
Properties=species:S:1:pos:R:3:forces:R:3:mulliken_charge:R:1 method="wB97M-V/def2-TZVPD" smiles="CC1=C(C)[Si](C)(Cl)C(C)=C1C" e_above_lowest_kcal_mol=0.0 multiplicity=1 gap_ha=0.30489
C -0.485 2.371 1.304 -1.561 1.328 0.300 -1.819
C -0.170 1.213 0.506 0.927 -1.609 -1.768 0.445
C 0.041 1.159 -0.844 -0.427 -1.568 2.153 0.348
C -0.317 2.089 -1.885 0.163 0.333 -1.902 -1.457
Si 0.702 -0.593 -1.319 -1.382 0.866 1.815 0.444
C -0.308 -1.599 -2.564 0.539 -0.179 -0.226 -1.093
Cl 2.528 -0.343 -2.105 1.331 0.083 -0.681 -0.328
C 0.754 -1.109 0.506 -2.750 2.782 0.388 0.511
C 0.930 -2.494 0.990 2.978 0.373 1.835 -1.437
C 0.068 -0.056 1.219 1.966 -4.252 -1.530 0.589
C -0.501 -0.334 2.577 -1.003 0.404 0.997 -1.667
H 0.171 2.594 2.096 1.135 -0.463 1.318 0.412
H -1.487 2.447 1.738 -0.058 -0.394 -0.142 0.310
H -0.357 3.234 0.723 -0.176 1.430 -1.187 0.467
H -0.788 3.045 -1.737 -0.244 0.315 0.765 0.457
H -0.939 1.518 -2.577 -0.439 0.178 -0.161 0.317
H 0.551 2.272 -2.503 0.531 0.311 -0.275 0.347
H -1.378 -1.641 -2.309 0.361 0.006 -0.250 0.338
H -0.122 -1.278 -3.607 -0.441 0.547 0.549 0.323
H 0.104 -2.612 -2.657 -0.203 -0.093 0.611 0.348
H 1.908 -2.906 0.658 -0.278 0.381 -0.062 0.354
H 0.265 -3.215 0.636 -1.651 -0.977 -0.435 0.320
H 1.052 -2.544 2.105 -0.580 -0.054 -0.856 0.384
H -1.515 0.034 2.748 -0.195 0.572 -0.735 0.348
H -0.019 0.110 3.441 0.754 0.218 -0.038 0.353
H -0.688 -1.363 2.859 0.700 -0.538 -0.482 0.386

(6)
27
Properties=species:S:1:pos:R:3:forces:R:3:mulliken_charge:R:1 method="wB97M-V/def2-TZVPD" charge=+1 e_above_lowest_kcal_mol=95.4 multiplicity=1 gap_ha=0.17047
C -1.661 -0.961 -2.172 0.549 -0.906 4.869 -1.195
C -1.487 -2.151 -1.541 -0.142 -0.584 -2.311 -0.080
C -1.745 0.163 -1.230 -0.142 0.110 -0.244 0.049
C -1.574 -0.318 0.125 -0.375 -0.464 -0.068 1.042
C -1.581 0.551 1.323 0.575 -2.193 0.849 -1.580
C -2.130 2.729 -0.803 0.067 -0.628 1.694 -1.266
C 2.449 -2.295 0.622 -1.842 -2.339 -0.388 -1.264
C -1.988 1.477 -1.579 0.932 -0.966 0.002 0.239
C 2.052 -1.059 -0.077 0.396 0.065 -1.684 -0.114
N 3.302 -0.057 -0.013 0.640 -2.656 0.129 -0.379
F 1.160 -0.348 0.778 -0.153 0.115 0.808 -0.289
S -1.397 -2.013 0.139 0.081 1.581 1.327 -0.013
H -1.825 -0.919 -3.142 -0.537 0.532 -4.480 0.607
H -1.425 -3.171 -2.027 -0.093 1.485 0.712 0.384
H -1.572 0.006 2.299 0.008 0.537 -0.960 0.350
H -0.787 1.241 1.261 1.923 0.273 0.116 0.397
H -2.312 1.281 1.273 -2.449 0.780 0.083 0.550
H -3.206 2.916 -0.519 1.093 0.074 -0.412 0.315
H -1.725 3.393 -1.502 -0.240 1.928 -0.795 0.397
H -1.455 2.876 0.078 -0.844 -0.611 -0.434 0.390
H 3.263 -2.929 0.172 -0.981 0.844 -0.044 0.405
H 2.717 -2.144 1.648 0.213 0.192 1.141 0.442
H 1.443 -2.913 0.608 2.197 0.742 0.216 0.120
H -1.926 1.776 -2.632 -0.479 -1.001 0.009 0.379
H 4.166 -0.528 0.540 -2.015 1.751 -2.155 0.372
H 2.850 0.633 0.540 0.191 1.344 0.554 0.259
H 3.239 0.150 -1.040 1.425 -0.004 1.466 0.484

(7)
29
Properties=species:S:1:pos:R:3:forces:R:3:mulliken_charge:R:1 method="wB97M-V/def2-TZVPD" smiles="CC(CCCCCF)(C(=O)O)C(=O)O" e_above_lowest_kcal_mol=14.3 multiplicity=1 gap_ha=0.40449
C 2.652 0.568 0.545 1.311 1.186 -0.241 -1.794
C 1.416 0.926 -0.374 2.444 0.014 1.381 2.002
C 0.694 -0.378 -0.624 -1.621 -1.020 -1.460 -0.885
C 0.034 -1.075 0.656 -1.484 2.490 -1.369 -0.802
C -1.280 -1.878 0.284 3.363 0.863 2.048 -0.824
C -2.449 -1.011 0.309 -2.522 0.692 -0.435 -0.327
C -3.712 -1.963 0.409 -0.253 3.344 -0.755 -0.403
F -3.599 -2.808 -0.667 -0.709 -0.706 -0.056 -0.296
C 2.018 1.617 -1.627 -0.469 -0.908 -3.104 0.062
O 1.744 1.170 -2.748 0.895 1.370 2.514 -0.570
O 2.847 2.731 -1.472 -1.636 -2.069 1.543 -0.432
C 0.520 1.962 0.225 -0.373 0.797 1.470 -0.119
O -0.653 2.079 -0.017 0.539 0.124 -0.132 -0.523
O 1.174 2.791 1.125 -2.469 2.166 -1.362 -0.453
H 3.227 -0.243 0.069 -0.250 0.339 -0.081 0.462
H 3.359 1.440 0.683 -0.878 -0.877 -0.319 0.389
H 2.459 0.216 1.552 -0.748 0.024 0.050 0.377
H -0.128 -0.203 -1.429 1.316 -0.327 1.446 0.217
H 1.426 -1.083 -1.094 -0.658 0.548 0.334 0.526
H -0.186 -0.309 1.478 -0.023 -0.771 -1.244 0.300
H 0.620 -1.769 1.153 1.939 -1.223 0.488 0.591
H -1.275 -2.542 1.130 -0.614 -0.912 0.198 0.381
H -1.110 -2.442 -0.617 -0.202 -0.131 -0.398 0.277
H -2.544 -0.346 1.212 0.593 -0.454 -0.871 0.257
H -2.352 -0.371 -0.647 -1.069 -0.719 1.505 0.209
H -3.771 -2.492 1.362 0.415 -0.307 -0.180 0.321
H -4.668 -1.320 0.356 1.180 -1.146 -0.298 0.287
H 2.974 3.083 -2.341 0.186 0.232 -1.151 0.360
H 0.563 3.651 1.108 1.797 -2.622 0.481 0.411

(8)
25
Properties=species:S:1:pos:R:3:forces:R:3:mulliken_charge:R:1 method="wB97M-V/def2-TZVPD" smiles=CC1(C)C(C)(C)C1(C)C#N e_above_lowest_kcal_mol=18.2 multiplicity=1 gap_ha=0.39901
C 1.614 1.042 -0.718 -0.266 -0.042 -0.027 -1.867
C 0.697 0.353 0.273 0.221 -0.079 0.257 1.515
C 1.325 0.293 1.654 -0.185 -0.068 -0.192 -1.716
C -0.197 -0.771 -0.204 0.055 -0.272 0.022 1.232
C -0.491 -1.951 0.705 0.061 0.199 0.038 -1.774
C -0.131 -1.234 -1.645 -0.073 0.261 0.061 -1.812
C -0.796 0.583 0.153 -1.550 -0.228 2.288 1.301
C -1.431 1.542 -0.827 0.051 0.021 -0.060 -1.777
C -1.586 0.561 1.504 1.713 0.361 -2.967 -0.328
N -2.206 0.599 2.464 -0.412 -0.042 0.697 -0.599
H 1.111 1.290 -1.647 0.039 0.020 -0.108 0.353
H 2.463 0.398 -0.949 0.048 -0.003 -0.018 0.372
H 1.997 1.967 -0.289 0.023 0.055 0.009 0.469
H 2.177 -0.385 1.648 0.097 -0.044 0.031 0.359
H 0.620 -0.039 2.409 0.028 -0.057 0.113 0.334
H 1.677 1.283 1.940 0.018 0.039 0.034 0.475
H 0.336 -2.659 0.678 0.043 -0.063 0.010 0.382
H -1.389 -2.465 0.358 -0.007 -0.009 0.009 0.467
H -0.662 -1.654 1.736 0.036 -0.083 0.037 0.325
H -1.035 -1.791 -1.897 0.015 0.018 -0.038 0.462
H 0.723 -1.902 -1.767 0.010 -0.022 -0.038 0.384
H -0.023 -0.419 -2.356 0.028 -0.019 -0.068 0.319
H -0.982 2.532 -0.742 -0.056 0.038 -0.012 0.353
H -2.499 1.631 -0.629 0.042 -0.008 -0.043 0.443
H -1.311 1.198 -1.852 0.021 0.027 -0.034 0.328

Total energy, respectively: -17429.3147 -65947.8770 -154126.2006 -38153.8580 -29976.6580 -24607.4120 -20483.2124 -11065.6775 eV.
Max |F|, respectively: 0.1005 0.1460 0.0983 0.0979 0.0958 0.0969 0.0784 0.0670 Eh/bohr.